(1)
ORCA calculation (ωB97M-V with the def2-TZVPD basis set) on a structure of composition C2H2AuF.

Values from the calculation:
HOMO energy (spin up / spin down) ... -0.310 / -0.394 hartree
Orbital gap (spin up / spin down) ... 0.3379 / 0.2589 Eh

Geometry as ORCA input:
```
! wB97M-V def2-TZVPD RIJCOSX def2/J DEFGRID3
* xyz 0 3
C 0.22725 -0.46935 0.31190
Au 3.40852 0.09237 -0.62130
C -0.52987 0.50186 0.31647
H -0.76655 1.58767 0.21185
H 0.40558 -1.52801 0.19171
F -2.74491 -0.18454 -0.41064
*
```

(2)
ORCA calculation (ωB97M-V with the def2-TZVPD basis set) on a structure of composition C4H5NO.

Values from the calculation:
HOMO energy ... -0.325 hartree
Orbital gap ... 0.3560 Eh
Relative energy (zero: lowest compared OMol25 entry of this formula, charge and spin) ... 2.8249 eV

Geometry as ORCA input:
```
! wB97M-V def2-TZVPD RIJCOSX def2/J DEFGRID3
* xyz 0 1
H -0.16574 2.20306 0.48819
H 1.21401 -1.47404 1.09256
C 0.78016 -1.05878 0.22879
N 1.49383 -2.29055 -1.85694
C 0.12364 0.06081 -0.19698
C 1.03016 -1.51651 -1.06848
H 1.30391 -2.27441 -2.76832
O 0.24139 -0.00036 -1.55497
H -1.74684 1.34963 0.07756
H -0.79152 0.79874 1.58949
C -0.69050 1.13124 0.49885
*
```

(3)
ORCA calculation (ωB97M-V with the def2-TZVPD basis set) on a structure of composition C10H26AlBr3O10S3.

Values from the calculation:
HOMO energy ... -0.575 hartree
Orbital gap ... 0.0916 Eh
Relative energy (zero: lowest compared OMol25 entry of this formula, charge and spin) ... 0.0000 eV

Geometry as ORCA input:
```
! wB97M-V def2-TZVPD RIJCOSX def2/J DEFGRID3
* xyz 2 1
H 1.63791 2.51140 -2.34636
H -4.69848 -0.50533 1.24853
H 0.54187 3.71810 -3.13781
H -5.09777 -2.70582 4.16089
C 2.73421 2.86785 -4.99108
Br -1.72948 2.81327 4.53375
H 1.68387 -2.99489 3.05301
H -2.14152 -3.48729 3.53556
H -1.75747 1.48936 -0.91936
C -3.06024 -2.92013 3.42659
Br -1.22484 2.87003 1.44562
H -3.25294 0.58736 1.09729
C -4.22954 -3.35782 4.27314
C 1.32998 0.24025 0.55200
H -1.37718 4.82295 2.97603
H 4.65221 2.27263 -4.30377
H 0.26370 0.45062 0.48109
H -4.58528 -4.29328 3.83025
H 3.66647 -2.70241 0.61428
S -2.72843 -1.74596 1.15648
H 2.31909 3.32753 -5.88441
H 4.71495 3.31515 -5.73577
O 2.86406 -1.08045 -1.21164
S 0.56451 1.68236 -4.22601
O 0.25107 0.30801 -3.92095
O 2.09488 1.62456 -4.61474
O 1.62753 -2.29480 0.49848
O -1.37672 -1.58119 1.58569
C 2.50138 -3.36308 2.43572
C 4.19292 2.48452 -5.26902
O -1.99536 0.57151 -1.14836
H 2.19515 -4.36962 2.12352
H -2.83408 -1.89731 3.75254
S 1.60996 -1.12443 -0.55873
H -3.73661 -0.23727 2.64386
C 0.65244 2.70443 -2.76322
H 4.20420 1.58171 -5.87388
H 1.82893 1.11171 0.12545
H 2.74609 3.54593 -4.13682
C -3.67306 -0.30069 1.55834
O -0.12052 2.36082 -5.26779
C 2.84299 -2.47028 1.28262
H 1.54568 0.06020 1.59823
O -3.43125 -2.83118 2.01753
Al -1.93762 -1.43503 -2.81827
Br 0.92809 4.11100 3.39259
C -0.97077 3.82993 3.11175
O -2.94418 -2.10285 -0.23039
H -0.11534 2.45433 -2.03835
H 3.33101 -3.64022 3.08797
O 0.38768 -1.31398 -1.29311
H -3.98935 -3.44899 5.32638
H 3.09516 -1.51320 1.76467
*
```

(4)
ORCA calculation (ωB97M-V with the def2-TZVPD basis set) on a cluster of 2 separate species, C9H13NO2 in total.

Values from the calculation:
HOMO energy ... -0.334 hartree
SMILES ... Cc1ccc(O)cc1.CC(N)=O
Orbital gap ... 0.3599 Eh
Relative energy (zero: lowest compared OMol25 entry of this formula, charge and spin) ... 0.4277 eV

Geometry as ORCA input:
```
! wB97M-V def2-TZVPD RIJCOSX def2/J DEFGRID3
* xyz 0 1
H 0.04622 1.34198 2.68539
C 1.74878 -0.14139 0.18454
H 1.54229 0.43487 -1.92269
H -1.05344 3.29517 1.95015
H -2.77311 -2.52630 0.45442
H -2.90887 -1.68480 -1.09632
C -0.48084 3.38597 1.02352
H -0.15334 -1.39850 -1.77794
H 0.39259 2.50477 -1.35305
H 0.30954 -2.94211 -2.31850
O -1.33059 -4.13487 -0.75492
N -0.30247 -2.39165 -1.74585
H -1.81224 -1.03944 0.05095
C 0.53169 1.18804 1.73075
O 2.31205 -1.38634 -0.07837
H 0.17385 4.22270 1.23142
H 3.26217 -1.42169 -0.22705
H 1.43850 -0.70883 2.22615
C -1.21590 -2.93332 -0.91282
C -2.22089 -1.99122 -0.30467
C 0.27012 2.12031 0.72451
C 0.70712 1.84514 -0.55890
C 1.25475 0.03861 1.46403
C 1.38613 0.66452 -0.87687
H -1.12411 3.65838 0.20210
*
```

no.,maximum force (hartree/bohr),M (g/mol),DFT total energy (Ha)
1,0.0450,242.003,-312.6873
2,0.0881,83.090,-285.3108
3,0.0660,669.203,-10307.1498
4,0.0369,167.208,-555.9880